Record 1
Entry from the OMol25 dataset: a structure of composition C4H7NO (the ωB97M-V functional and the def2-TZVPD basis).

Values from the calculation:
E_LUMO ... 1.10 eV
Calculated total energy ... -286.3769 Eh
F_max ... 0.506 eV Å⁻¹
Orbital gap ... 8.16 eV
Energy above the lowest of the compared OMol25 structures with the same formula, charge and spin ... 159.8 kcal per mole

Geometry (Å):
C 1.004 -0.473 -0.881
O 1.508 0.125 0.309
C 0.579 0.758 1.080
C -0.891 -0.674 0.744
N -0.896 0.677 -0.045
C -0.492 -0.567 -0.667
H 1.483 -1.450 -0.989
H 1.248 0.155 -1.748
H 0.627 0.451 2.123
H 0.628 1.850 0.986
H -1.907 -1.047 0.908
H -1.778 1.102 -0.330
H -1.114 -0.907 -1.491

What are the Löwdin partial charges on each atom? They are as follows, in elementary charge units:
1 C -0.137
2 O -0.106
3 C -0.092
4 C -0.078
5 N -0.027
6 C -0.341
7 H 0.126
8 H 0.122
9 H 0.098
10 H 0.106
11 H 0.060
12 H 0.127
13 H 0.143

=====

Record 2
Entry from the OMol25 dataset: a structure of composition C21H31BN4O9Pb3 (the ωB97M-V functional and the def2-TZVPD basis).

Values from the calculation:
E_LUMO (spin up / spin down) ... -13.22 / -13.36 eV
Calculated total energy ... -2317.2788 Eh
F_max ... 8.836 eV Å⁻¹
Orbital gap (spin up / spin down) ... 2.33 / 2.19 eV
2S+1 ... 2
Total charge ... +3

Geometry (Å):
Pb -1.110 -0.740 4.361
Pb 0.885 -4.187 2.793
Pb -2.956 -4.189 3.554
O 5.702 3.679 1.079
C 5.452 2.653 1.723
O 4.707 1.702 1.249
B 4.259 0.749 2.311
O 5.219 1.130 3.491
C 5.811 2.316 3.218
O 6.490 3.025 3.959
O 4.221 -0.703 2.010
C 3.107 -1.149 2.331
O 2.695 -2.325 2.418
C 2.150 0.033 2.656
O 2.839 1.098 2.581
O 0.946 -0.114 2.898
C -1.155 -1.993 1.157
O -1.197 -2.607 2.438
H -1.711 -2.598 0.441
H -1.546 -0.980 1.253
H -0.108 -1.769 0.950
C -4.652 -4.348 -2.517
C -3.668 -3.515 -1.712
C -2.326 -3.209 -2.448
C -1.467 -4.426 -2.504
N -0.853 -5.394 -2.574
H -4.197 -5.236 -2.957
H -5.036 -3.634 -3.245
H -5.427 -4.645 -1.810
H -3.421 -4.078 -0.812
H -4.069 -2.555 -1.388
H -1.914 -2.334 -1.945
H -2.376 -2.769 -3.444
C 0.975 3.239 0.815
C 0.936 3.997 2.143
C -0.388 3.835 2.905
C -1.014 2.490 2.882
N -1.489 1.496 2.862
H 1.794 3.517 0.152
H 0.121 3.475 0.181
H 0.930 2.165 1.000
H 1.161 5.044 1.941
H 1.663 3.743 2.915
H -0.999 4.580 2.395
H -0.377 4.243 3.916
C 2.873 -1.549 -1.505
C 3.378 -0.142 -1.758
C 2.577 0.658 -2.878
C 1.983 -0.116 -4.006
N 1.535 -0.667 -4.877
H 1.909 -1.509 -0.997
H 3.568 -2.068 -0.846
H 2.743 -2.167 -2.394
H 4.434 -0.143 -2.031
H 3.378 0.369 -0.795
H 3.168 1.377 -3.446
H 1.755 1.231 -2.451
C -2.693 2.546 -2.163
C -3.894 1.602 -1.854
C -3.413 0.490 -0.942
C -4.541 -0.326 -0.418
N -5.458 -0.892 0.062
H -2.850 3.452 -2.750
H -1.931 1.993 -2.712
H -2.397 3.030 -1.232
H -4.428 1.287 -2.751
H -4.708 2.119 -1.346
H -2.879 0.888 -0.079
H -2.716 -0.171 -1.457

What are the Löwdin partial charges on each atom? They are as follows, in elementary charge units:
1 Pb 1.622
2 Pb 1.669
3 Pb 1.237
4 O 0.157
5 C -0.361
6 O 0.199
7 B -0.694
8 O 0.171
9 C -0.322
10 O 0.175
11 O 0.359
12 C -0.358
13 O -0.111
14 C -0.344
15 O 0.303
16 O -0.115
17 C -0.208
18 O -0.950
19 H 0.085
20 H 0.065
21 H 0.072
22 C -0.074
23 C -0.281
24 C -0.179
25 C -0.225
26 N 0.152
27 H 0.087
28 H 0.092
29 H 0.081
30 H 0.081
31 H 0.056
32 H 0.071
33 H 0.130
34 C -0.077
35 C -0.218
36 C -0.126
37 C -0.159
38 N 0.100
39 H 0.096
40 H 0.077
41 H 0.048
42 H 0.131
43 H 0.108
44 H 0.143
45 H 0.139
46 C -0.118
47 C -0.211
48 C -0.137
49 C -0.251
50 N 0.158
51 H 0.047
52 H 0.069
53 H 0.081
54 H 0.119
55 H 0.079
56 H 0.120
57 H 0.097
58 C -0.083
59 C -0.233
60 C -0.214
61 C -0.222
62 N 0.149
63 H 0.082
64 H 0.075
65 H 0.058
66 H 0.124
67 H 0.117
68 H 0.095
69 H 0.099

=====

Record 3
Entry from the OMol25 dataset: a structure of composition C14H35BBrNO6Sb (the ωB97M-V functional and the def2-TZVPD basis).

Values from the calculation:
E_LUMO ... 2.38 eV
Calculated total energy ... -3899.5554 Eh
F_max ... 0.561 eV Å⁻¹
Orbital gap ... 6.32 eV
Total charge ... -1

Geometry (Å):
C 1.605 -1.323 -2.261
C 0.559 -1.358 -2.874
Sb -1.435 -1.544 -3.954
N -0.301 -1.354 -5.758
C -1.618 0.666 -3.900
C -2.318 1.331 -2.720
C -3.836 1.162 -2.629
Br -4.448 -0.113 -1.286
B -3.345 -1.854 -5.191
O -3.223 -2.232 -6.511
O -4.650 -1.654 -4.753
C -5.117 -2.616 -3.823
H 2.544 -1.539 -1.804
H -1.130 -3.293 -3.987
H -2.193 -1.736 -2.393
H -0.934 -0.960 -6.454
H 0.383 -0.617 -5.604
H -0.581 1.014 -3.897
H -2.056 0.988 -4.851
H -1.833 1.062 -1.781
H -2.169 2.416 -2.819
H -4.299 0.898 -3.576
H -4.278 2.095 -2.288
H -2.327 -2.565 -6.649
H -4.342 -2.889 -3.103
H -5.446 -3.526 -4.336
H -5.971 -2.196 -3.293
C 0.037 0.893 0.419
O 0.047 2.184 -0.174
C -0.687 3.147 0.550
C 0.217 4.046 1.365
O 0.882 3.332 2.395
C 2.217 2.992 2.072
H 0.760 0.282 -0.117
H 0.305 0.942 1.479
H -0.950 0.432 0.313
H -1.422 2.664 1.203
H -1.234 3.762 -0.174
H -0.386 4.826 1.842
H 0.945 4.533 0.708
H 2.860 3.880 2.113
H 2.290 2.536 1.083
H 2.560 2.275 2.818
C 3.937 -3.207 5.430
O 3.916 -2.162 6.385
C 4.611 -1.000 5.968
C 3.672 0.072 5.460
O 3.016 -0.323 4.270
C 1.680 -0.751 4.477
H 3.228 -3.963 5.760
H 3.646 -2.853 4.438
H 4.933 -3.661 5.372
H 5.342 -1.248 5.192
H 5.155 -0.613 6.835
H 4.256 0.970 5.233
H 2.944 0.331 6.235
H 1.035 0.105 4.702
H 1.614 -1.478 5.290
H 1.334 -1.211 3.554

What are the Löwdin partial charges on each atom? They are as follows, in elementary charge units:
1 C -0.107
2 C -0.316
3 Sb 1.002
4 N -0.254
5 C -0.371
6 C -0.369
7 C -0.585
8 Br 0.588
9 B -0.740
10 O 0.088
11 O -0.077
12 C -0.140
13 H -0.024
14 H -0.076
15 H -0.084
16 H -0.055
17 H -0.049
18 H 0.038
19 H 0.049
20 H 0.067
21 H 0.096
22 H 0.053
23 H 0.035
24 H 0.061
25 H 0.063
26 H 0.084
27 H 0.068
28 C -0.096
29 O -0.196
30 C -0.216
31 C -0.211
32 O -0.194
33 C -0.107
34 H 0.068
35 H 0.076
36 H 0.085
37 H 0.128
38 H 0.123
39 H 0.121
40 H 0.124
41 H 0.085
42 H 0.088
43 H 0.077
44 C -0.111
45 O -0.192
46 C -0.210
47 C -0.214
48 O -0.197
49 C -0.103
50 H 0.088
51 H 0.085
52 H 0.087
53 H 0.126
54 H 0.123
55 H 0.124
56 H 0.126
57 H 0.090
58 H 0.083
59 H 0.092

=====

Record 4
Entry from the OMol25 dataset: a structure of composition C57H48InNO7P2S2 (the ωB97M-V functional and the def2-TZVPD basis).

Values from the calculation:
E_LUMO ... -0.18 eV
Calculated total energy ... -4451.4906 Eh
F_max ... 0.493 eV Å⁻¹
Orbital gap ... 7.69 eV
Energy above the lowest of the compared OMol25 structures with the same formula, charge and spin ... 0.0 kcal per mole

Geometry (Å):
In -1.751 -0.711 -0.577
O 2.690 -1.334 -1.241
S 2.120 -0.343 -0.269
C 3.071 -0.559 1.252
C 4.210 -1.291 1.018
C 5.157 -1.595 2.014
C 4.919 -1.131 3.270
C 5.731 -1.278 4.533
C 4.895 -0.562 5.623
C 3.660 -0.082 4.904
C 2.556 0.552 5.381
C 1.523 0.822 4.463
C 1.582 0.549 3.110
P -0.003 0.979 2.361
C -0.640 2.577 2.842
C -1.948 2.853 2.447
C -2.477 4.116 2.675
C -1.713 5.086 3.302
C -0.402 4.815 3.677
C 0.143 3.566 3.431
C -1.062 -0.265 3.143
C -2.080 0.013 4.047
C -2.862 -1.018 4.552
C -2.633 -2.326 4.157
C -1.607 -2.615 3.267
C -0.821 -1.590 2.770
C 2.742 -0.106 2.573
C 3.732 -0.413 3.533
C 2.853 1.192 -0.846
C 3.876 1.808 -0.175
C 4.636 2.864 -0.730
C 4.384 3.224 -2.015
C 5.053 4.235 -2.916
C 4.313 4.104 -4.273
C 3.233 3.079 -4.026
C 2.259 2.593 -4.843
C 1.334 1.689 -4.285
C 1.386 1.221 -2.986
P -0.188 0.379 -2.534
C -0.341 -1.018 -3.681
C -1.607 -1.559 -3.906
C -1.741 -2.740 -4.617
C -0.614 -3.393 -5.098
C 0.646 -2.862 -4.868
C 0.786 -1.678 -4.158
C -1.401 1.633 -3.031
C -1.670 2.604 -2.069
C -2.598 3.597 -2.327
C -3.262 3.622 -3.545
C -2.994 2.657 -4.504
C -2.062 1.662 -4.251
C 2.472 1.628 -2.151
C 3.324 2.598 -2.706
H 4.368 -1.631 0.002
H 6.036 -2.175 1.770
H 6.718 -0.829 4.415
H 5.889 -2.330 4.772
H 5.434 0.275 6.069
H 4.630 -1.236 6.438
H 2.437 0.811 6.424
H 0.616 1.257 4.866
H -2.546 2.099 1.942
H -3.487 4.330 2.351
H -2.134 6.065 3.493
H 0.197 5.581 4.150
H 1.174 3.365 3.690
H -2.284 1.031 4.346
H -3.664 -0.793 5.241
H -3.256 -3.122 4.540
H -1.424 -3.632 2.947
H -0.022 -1.832 2.075
H 4.140 1.467 0.813
H 5.423 3.322 -0.146
H 6.119 4.028 -3.013
H 4.962 5.241 -2.506
H 4.984 3.772 -5.067
H 3.883 5.052 -4.599
H 2.147 2.913 -5.870
H 0.505 1.381 -4.910
H -2.499 -1.067 -3.524
H -2.726 -3.156 -4.782
H -0.719 -4.321 -5.644
H 1.527 -3.373 -5.233
H 1.773 -1.286 -3.947
H -1.179 2.568 -1.100
H -2.833 4.320 -1.559
H -4.008 4.381 -3.737
H -3.521 2.668 -5.449
H -1.873 0.898 -4.998
O -4.167 2.128 -0.010
S -4.103 0.689 -0.067
O -3.001 0.184 0.900
O -3.454 0.217 -1.406
O -5.332 -0.026 0.151
O -0.319 0.685 0.845
O 0.807 1.665 0.785
C -5.929 -3.463 0.443
N -4.655 -3.764 -0.193
C -4.631 -3.234 -1.547
C -3.565 -3.222 0.607
C -2.215 -3.656 0.088
C -1.891 -5.010 0.152
C -0.683 -5.480 -0.334
C 0.222 -4.593 -0.905
C -0.092 -3.245 -0.982
C -1.303 -2.766 -0.479
H -6.739 -3.911 -0.134
H -6.111 -2.382 0.525
H -5.948 -3.897 1.443
H -5.460 -3.663 -2.113
H -3.702 -3.518 -2.045
H -4.731 -2.137 -1.574
H -3.689 -3.602 1.627
H -3.629 -2.123 0.691
H -2.617 -5.698 0.570
H -0.452 -6.535 -0.276
H 1.168 -4.947 -1.294
H 0.626 -2.581 -1.444

Atom charges from the Löwdin analysis, given in e for atoms 1 to 99:
1 In 0.823
2 O -0.497
3 S 0.990
4 C -0.295
5 C -0.056
6 C 0.003
7 C -0.153
8 C -0.098
9 C -0.097
10 C -0.151
11 C 0.001
12 C -0.074
13 C -0.170
14 P 0.867
15 C -0.260
16 C -0.056
17 C -0.048
18 C -0.073
19 C -0.076
20 C -0.070
21 C -0.267
22 C -0.059
23 C -0.057
24 C -0.068
25 C -0.071
26 C -0.075
27 C -0.090
28 C -0.074
29 C -0.282
30 C -0.038
31 C -0.002
32 C -0.154
33 C -0.098
34 C -0.097
35 C -0.149
36 C 0.003
37 C -0.067
38 C -0.244
39 P 1.104
40 C -0.373
41 C -0.111
42 C -0.064
43 C -0.073
44 C -0.068
45 C -0.083
46 C -0.380
47 C -0.096
48 C -0.065
49 C -0.065
50 C -0.067
51 C -0.092
52 C -0.119
53 C -0.077
54 H 0.105
55 H 0.119
56 H 0.119
57 H 0.120
58 H 0.120
59 H 0.120
60 H 0.119
61 H 0.110
62 H 0.086
63 H 0.114
64 H 0.104
65 H 0.103
66 H 0.106
67 H 0.108
68 H 0.107
69 H 0.108
70 H 0.112
71 H 0.111
72 H 0.106
73 H 0.116
74 H 0.117
75 H 0.118
76 H 0.119
77 H 0.119
78 H 0.118
79 H 0.102
80 H 0.103
81 H 0.109
82 H 0.104
83 H 0.106
84 H 0.106
85 H 0.108
86 H 0.111
87 H 0.105
88 H 0.104
89 H 0.105
90 O -0.298
91 S 0.365
92 O -0.422
93 O -0.409
94 O -0.295
95 O -0.380
96 O -0.244
97 C -0.096
98 N -0.241
99 C -0.083